(1)
DFT (the ωB97M-V functional and the def2-TZVPD basis) results for a molecular structure, C70H60CdN5OSbTe.

```
139
Properties=species:S:1:pos:R:3:lowdin_charge:R:1
Te 1.1589 1.9162 -2.8485 1.450
Sb -2.0660 1.4874 -0.4952 1.364
Cd -0.1105 -0.8834 1.5550 1.325
O 0.7451 2.8894 0.2134 -0.144
N -1.5996 -1.6785 3.0252 0.028
N 1.6717 -1.5857 0.3908 0.032
N -0.5670 1.2576 1.1888 -0.217
N -1.1972 -2.2867 0.1633 0.026
N 1.3185 -1.1185 3.2576 0.030
C -1.3860 -0.4444 8.6153 -0.088
C 1.6832 -2.1967 -0.8167 -0.249
C -2.8546 -2.0697 2.6966 -0.264
C 2.7407 1.6187 -5.5260 -0.305
C 2.6097 2.3472 -4.3397 -0.472
C -2.5377 -2.4756 0.2323 -0.262
C -4.7602 -2.7229 1.2746 -0.217
C -0.4283 -1.3149 6.5717 -0.209
C 4.7472 -0.2101 2.0141 -0.201
C 3.0983 -0.3576 4.4645 -0.011
C -0.7712 -2.6908 -1.0544 -0.252
C -1.4954 -1.6283 4.3684 -0.244
C 3.3565 -0.7321 1.9580 -0.065
C 2.9299 -1.2261 0.7056 -0.246
C -3.4178 1.4770 1.1706 -0.308
C -0.6699 3.7850 -4.4485 -0.308
C 1.1057 -4.9084 -2.5505 -0.024
C 0.5743 -2.7296 -1.4809 -0.071
C 0.2080 -2.2308 8.7173 -0.087
C 2.3967 2.9123 2.4853 -0.040
C 2.0926 -0.5872 5.3351 -0.023
C -3.3122 -2.3719 1.4025 -0.081
C 1.8382 0.4616 -5.8586 -0.069
C -2.5964 1.9142 -5.1351 -0.042
C 2.4201 2.9187 4.8890 -0.109
C -1.4998 1.5106 -4.3787 -0.329
C -3.9505 3.6263 -6.3799 -0.053
C 4.5903 3.0507 -6.1683 -0.098
C -1.7771 4.1403 -5.2112 -0.022
C -2.7501 3.2204 -5.5693 -0.268
C 1.1185 2.3663 2.4882 -0.157
C 0.4998 2.0903 3.7029 -0.050
C 1.3513 -5.7137 -3.6511 -0.086
C 3.0443 -2.2077 -1.3203 0.000
C -0.5133 2.4510 -4.0523 -0.404
C -3.8033 1.1962 -1.8710 -0.293
C 3.0517 3.1729 3.6789 -0.089
C -7.0728 -2.0499 1.1198 -0.082
C -3.6205 -2.2401 3.9149 -0.003
C -0.3205 -1.3224 5.0869 -0.070
C -2.7806 -1.9818 4.9457 -0.010
C -3.0056 -2.9792 -1.0426 -0.010
C -0.6483 -1.3500 9.3635 -0.104
C 2.6094 -0.7269 3.1470 -0.240
C -5.1613 -4.0522 1.1782 -0.037
C 0.3160 -2.2120 7.3360 -0.039
C 1.3599 -5.1658 -4.9270 -0.103
C 0.3984 2.1716 1.1574 -0.693
C 3.4826 3.4010 -4.0758 -0.166
C 3.8111 -1.5861 -0.3947 -0.002
C -2.1259 3.5996 -0.8279 -0.276
C 5.1004 0.8800 1.2199 -0.036
C 0.8644 -3.5447 -2.7031 -0.214
C -1.2737 -0.4275 7.2332 -0.046
C -1.4734 0.0701 -3.9451 -0.109
C 4.4721 3.7546 -4.9804 -0.101
C 0.8851 -3.0054 -3.9829 -0.029
C 7.0035 -0.2518 2.8804 -0.089
C 0.9555 -1.0541 4.5589 -0.257
C -6.5031 -4.3788 1.0552 -0.088
C -7.4631 -3.3772 1.0239 -0.104
C 5.7193 -0.7728 2.8381 -0.045
C 3.7331 1.9944 -6.4290 -0.062
C -1.9100 -3.1353 -1.8281 -0.008
C 1.1424 2.3788 4.8980 -0.100
C 7.3390 0.8423 2.0959 -0.103
C 6.3829 1.4032 1.2611 -0.081
C 1.1297 -3.8089 -5.0887 -0.081
C -5.7294 -1.7257 1.2459 -0.020
C 0.3086 4.8634 -4.0758 -0.079
H -2.0473 0.2567 9.1083 0.098
H -0.6163 -0.1638 -3.3175 -0.005
H 4.3510 1.3205 0.5739 0.119
H -3.1155 2.3050 1.8115 0.003
H -4.4080 -4.8287 1.2005 0.122
H 0.9282 0.8058 -6.3542 0.088
H -4.4543 1.5990 0.8599 -0.005
H 8.3385 1.2546 2.1350 0.093
H 0.6489 2.1680 5.8385 0.098
H -4.5440 1.9211 -1.5449 -0.005
H 1.5359 -0.0638 -4.9505 0.023
H 1.1799 4.8522 -4.7350 0.076
H -1.8351 0.2934 6.6526 0.120
H -0.1657 5.8407 -4.1561 0.075
H -5.4199 -0.6934 1.3199 0.102
H -2.1000 3.7791 -1.9015 -0.009
H -4.0303 -3.1962 -1.2930 0.106
H 3.3858 3.9443 -3.1449 0.090
H -0.7391 -1.3685 10.4415 0.094
H 0.7921 -2.9389 9.2905 0.097
H -4.0303 3.0277 -7.2888 0.077
H 0.7099 -1.9476 -4.1112 0.086
H -3.4972 1.3965 -2.8941 -0.044
H 4.0679 0.0528 4.6864 0.106
H 1.1416 -3.3683 -6.0776 0.098
H 3.3612 -2.6433 -2.2530 0.107
H -8.5100 -3.6308 0.9245 0.094
H -4.8717 3.4828 -5.8129 0.079
H 2.9266 3.1308 5.8219 0.096
H 1.5346 -6.7711 -3.5125 0.097
H 0.6727 4.7297 -3.0560 0.048
H -3.0050 -2.0522 5.9969 0.101
H -4.1785 0.1814 -1.7697 -0.009
H 1.5440 -5.7939 -5.7883 0.094
H -1.8870 5.1751 -5.5169 0.111
H 2.0936 -0.4043 6.3967 0.110
H 7.7466 -0.7079 3.5217 0.096
H -1.8731 -3.5080 -2.8376 0.107
H -3.0609 3.9788 -0.4187 0.005
H -2.3710 -0.1720 -3.3717 0.051
H 0.9793 -2.9012 6.8308 0.121
H 2.3393 -0.2429 -6.5218 0.075
H -1.4574 -0.5856 -4.8188 0.087
H -3.8933 4.6749 -6.6694 0.069
H -4.6517 -2.5459 3.9695 0.106
H -7.8147 -1.2626 1.0933 0.099
H 4.0538 3.5825 3.6658 0.096
H 3.8378 1.4342 -7.3509 0.105
H 5.1399 4.5770 -4.7585 0.097
H 5.4652 -1.6386 3.4350 0.118
H 5.3526 3.3185 -6.8897 0.096
H -3.2984 0.5555 1.7327 -0.028
H -6.7995 -5.4167 0.9825 0.097
H -1.2700 4.0746 -0.3584 -0.005
H 4.8755 -1.4241 -0.4259 0.106
H 6.6322 2.2563 0.6446 0.100
H 1.0971 -5.3317 -1.5543 0.123
H -0.4949 1.6621 3.6982 0.102
H -3.3562 1.1785 -5.3770 0.127
H 2.8526 3.1422 1.5311 0.105
```

Output
multiplicity: 2
HOMO (alpha / beta): -4.10 / -4.19 eV
net charge: -1
expectation value of S²: 0.767
frontier orbital gap (alpha / beta): 5.50 / 5.59 eV
E_LUMO (alpha / beta): 1.4 / 1.4 eV

(2)
DFT (the ωB97M-V functional and the def2-TZVPD basis) results for 2 unconnected molecules or ions with the total composition C2H4O2.

```
8
Properties=species:S:1:pos:R:3:lowdin_charge:R:1
O 1.1475 1.2404 0.9835 0.109
O -2.9538 -0.7510 -0.1337 0.296
C -1.7840 -0.6259 -0.1908 0.074
C 1.7822 0.6172 0.1906 -0.056
H 2.6008 -0.0733 0.4928 0.128
H -1.0816 -0.9011 0.6310 0.164
H -1.3077 -0.1084 -1.0645 0.167
H 1.5966 0.6021 -0.9089 0.117
```

Output
multiplicity: 2
HOMO (alpha / beta): -16.24 / -14.42 eV
net charge: +1
expectation value of S²: 0.760
relative energy (zero: lowest compared OMol25 entry of this formula, charge and spin): 2.521 eV
frontier orbital gap (alpha / beta): 10.09 / 3.47 eV
E_LUMO (alpha / beta): -6.1 / -11.0 eV

(3)
DFT (the ωB97M-V functional and the def2-TZVPD basis) results for 2 unconnected molecules or ions with the total composition C9H14 in a non-equilibrium geometry.

```
23
Properties=species:S:1:pos:R:3:lowdin_charge:R:1
C 2.8897 1.9329 -2.6750 -0.155
C -1.2093 -0.1002 0.0964 -0.275
C -1.6434 0.4519 -1.2466 -0.056
C 0.1177 -0.2458 0.4417 -0.038
C 2.7816 0.4527 -2.3186 -0.181
C -0.5964 -1.2964 2.5022 -0.108
C -1.9050 -0.8713 2.2693 -0.090
C 0.4000 -0.8968 1.6519 -0.090
C -2.2191 -0.2931 1.0570 -0.058
H 3.2818 0.2302 -1.3710 0.067
H 0.9209 -0.1103 -0.2571 0.076
H 2.6102 2.1512 -3.7023 0.063
H -0.8527 0.7139 -1.9665 0.070
H -2.3138 -0.2285 -1.7654 0.077
H 1.4110 -1.1515 1.9577 0.103
H 3.1483 -0.2502 -3.0604 0.061
H -2.6935 -1.0530 2.9776 0.097
H -2.1362 1.4111 -1.0965 0.077
H -0.4646 -1.9634 3.3348 0.097
H 2.2577 2.4872 -1.9807 0.060
H -3.2364 0.0202 0.8305 0.113
H 3.8946 2.2610 -2.4142 0.061
H 1.7691 0.0908 -2.1860 0.028
```

Output
HOMO: -8.98 eV
net charge: 0
relative energy (zero: lowest compared OMol25 entry of this formula, charge and spin): 0.508 eV
frontier orbital gap: 10.00 eV
E_LUMO: 1.0 eV

(4)
DFT (the ωB97M-V functional and the def2-TZVPD basis) results for a single C9H16N2S molecule in a non-equilibrium geometry.

```
28
Properties=species:S:1:pos:R:3:lowdin_charge:R:1
S 2.7036 -0.0567 0.3953 0.999
N 0.6511 1.0775 -1.1070 0.079
N 1.5150 -1.1338 0.1712 -0.476
C 0.0244 0.1504 -0.5678 -0.201
C 1.8594 1.6682 -0.5810 -0.363
C -1.3880 -1.8861 -0.4930 -0.195
C -1.1054 -0.4682 -0.3743 -0.268
C -2.1945 0.4817 -0.0262 -0.187
C -2.5094 -2.5019 -0.3028 -0.002
C 2.9555 2.0352 -1.6342 -0.111
C -2.0927 1.2538 1.3172 -0.075
C 0.9665 -1.5335 1.4891 -0.205
H 2.5155 1.6227 -2.5640 0.082
H 1.8868 2.2689 0.3002 0.074
H -2.5936 0.8255 2.2246 0.090
H 3.2282 -0.2688 -0.7964 -0.047
H -0.7217 -2.4356 -1.0702 0.090
H -2.3918 1.3042 -0.7726 0.133
H 0.2661 -2.4509 1.1853 0.113
H -1.0686 1.3652 1.5789 0.047
H -3.3431 -2.0404 0.1786 0.043
H 3.8301 1.5543 -1.2777 0.013
H -2.5408 -3.6337 -0.4164 0.085
H 0.2875 -0.6692 1.6958 0.067
H 1.7488 -1.7411 2.1577 0.031
H 3.1836 3.1082 -1.9733 0.099
H -2.5705 2.1358 1.2292 0.020
H -3.1020 -0.0317 0.0339 0.064
```

Output
HOMO: -7.24 eV
net charge: 0
relative energy (zero: lowest compared OMol25 entry of this formula, charge and spin): 5.996 eV
frontier orbital gap: 7.76 eV
E_LUMO: 0.5 eV